Record 1
{
  "formula": "C5H5Br",
  "method": "ωB97M-V/def2-TZVPD",
  "species": ["C", "C", "C", "C", "C", "Br", "H", "H", "H", "H", "H"],
  "positions_angstrom": [[-2.1847, -0.3848, 1.6996], [-1.5971, -0.1163, 0.6651], [1.7638, 0.9662, -0.3728], [0.9248, -0.1291, -0.2551], [-0.3221, -0.3917, -0.9618], [-0.6038, -2.2094, -1.4117], [-2.4157, -0.1912, 2.6879], [2.6408, 1.2658, 0.2514], [1.4064, 1.8382, -0.9471], [1.0423, -0.8837, 0.4605], [-0.6547, 0.2361, -1.8159]],
  "lumo_energy_ev": -0.3208,
  "total_energy_ha": -2767.3259,
  "homo_lumo_gap_ev": 9.521,
  "spin_multiplicity": 1
}

=====

Record 2
{
  "formula": "C4H10S",
  "method": "ωB97M-V/def2-TZVPD",
  "species": ["C", "C", "C", "C", "S", "H", "H", "H", "H", "H", "H", "H", "H", "H", "H"],
  "positions_angstrom": [[1.0236, -1.2553, -0.0976], [0.1918, -0.1593, 0.2724], [-1.1688, -0.5842, 0.4846], [0.2300, 1.0522, -0.7389], [-0.6695, 2.5739, -0.4693], [0.4724, -1.8077, -0.9217], [1.8948, -0.8608, -0.5134], [1.2857, -2.0411, 0.6279], [0.5384, 0.3793, 1.1211], [-1.7130, 0.1048, 1.1955], [-1.7284, -0.5897, -0.4130], [-1.2866, -1.5992, 0.8038], [0.2487, 0.8157, -1.7735], [1.2610, 1.2472, -0.4755], [-0.5799, 2.7242, 0.8978]],
  "lumo_energy_ev": 0.9564,
  "total_energy_ha": -556.5422,
  "homo_lumo_gap_ev": 9.808,
  "smiles": "CC(C)CS",
  "spin_multiplicity": 1
}

=====

Record 3
{
  "formula": "C23H20BrIN8O2RuS2",
  "method": "ωB97M-V/def2-TZVPD",
  "species": ["Ru", "N", "C", "S", "N", "N", "C", "C", "C", "C", "C", "C", "N", "H", "H", "H", "H", "H", "H", "H", "N", "C", "C", "C", "C", "C", "C", "S", "O", "O", "N", "C", "N", "C", "C", "C", "N", "H", "H", "H", "H", "H", "H", "H", "H", "H", "Br", "C", "C", "C", "C", "C", "C", "I", "H", "H", "H", "H"],
  "positions_angstrom": [[0.6232, -0.3300, 0.9028], [1.3739, -0.5697, 5.1978], [1.0290, -0.3022, 3.9488], [0.1017, -1.3161, 3.0077], [1.4687, 0.9233, 3.4740], [1.1660, 1.1007, 2.2554], [1.2246, 2.3951, 1.7718], [0.4796, 2.5878, 0.6671], [0.4125, 3.8812, -0.0879], [-0.8723, 4.0340, -0.8276], [-1.6860, 2.9951, -1.0043], [-1.3102, 1.6961, -0.4967], [-0.2840, 1.4753, 0.2661], [1.0563, -1.4068, 5.6590], [1.9122, 0.1096, 5.7125], [1.7470, 3.1527, 2.3303], [0.5116, 4.6952, 0.6326], [-1.0913, 5.0072, -1.2490], [-2.6100, 3.0669, -1.5580], [-1.9204, 0.8459, -0.7519], [-6.3225, -3.2572, 0.0557], [-5.0485, -2.9545, -0.3331], [-4.4276, -3.6651, -1.3675], [-3.1381, -3.3632, -1.7563], [-2.4472, -2.3358, -1.1262], [-3.0468, -1.6270, -0.0904], [-4.3308, -1.9296, 0.3066], [-0.8482, -1.9047, -1.6798], [-0.8557, -0.5141, -2.0556], [-0.3904, -2.8623, -2.6335], [0.0551, -1.9115, -0.3023], [1.0171, -2.9071, 0.0396], [1.1446, -4.1292, -0.4585], [2.1608, -4.8534, 0.0112], [3.0486, -4.4105, 0.9849], [2.8385, -3.1503, 1.4844], [1.8286, -2.4208, 1.0038], [-6.8537, -3.9582, -0.4255], [-6.7856, -2.7269, 0.7689], [-4.9663, -4.4617, -1.8652], [-2.6581, -3.9156, -2.5516], [-2.5053, -0.8360, 0.4210], [-4.7915, -1.3810, 1.1187], [2.2646, -5.8473, -0.4083], [3.8605, -5.0269, 1.3365], [3.4640, -2.7082, 2.2500], [2.9884, 5.4643, 0.9962], [2.7846, 4.6271, -0.6970], [3.8635, 4.6749, -1.5647], [3.7683, 4.0719, -2.8096], [2.6025, 3.4195, -3.1783], [1.5325, 3.3732, -2.3007], [1.6013, 3.9806, -1.0514], [2.7217, 0.3304, -0.4872], [4.7700, 5.1818, -1.2654], [4.6101, 4.1142, -3.4874], [2.5253, 2.9382, -4.1431], [0.6339, 2.8407, -2.5894]],
  "lumo_energy_ev": [-4.9913, -4.9955],
  "total_energy_ha": -5239.7568,
  "homo_lumo_gap_ev": [5.292, 5.289],
  "total_charge": 1,
  "spin_multiplicity": 2
}

=====

These records have ΔE to the lowest compared entry with this formula, charge and spin values of 3.509, 1.082, 1.952 eV, in the order they appear.